No. 1
The following is a quantum chemistry calculation of a cluster of 3 separate species, C25H54N2O2 in total in a non-equilibrium geometry, from the Open Molecules 2025 dataset.

Values from the calculation:
- Net charge: 0
- Structure (SMILES): C=C[C@H]1OCC[C@H]1CCCCCCOC.CCN(CC)CC.CCN(CC)CC
- Energy: -1244.7772 Eh

XYZ file:
```
83
Properties=species:S:1:pos:R:3:lowdin_charge:R:1
C -2.22 -0.23 2.92 0.03
C -1.75 -0.32 1.65 -0.08
C -2.39 -1.28 0.70 -0.35
O -3.16 -0.70 -0.34 -0.14
C -3.71 -1.84 -1.02 -0.15
C -2.83 -3.08 -0.64 -0.11
C -1.60 -2.37 -0.04 -0.25
C -0.73 -1.71 -1.12 -0.16
C 0.43 -2.59 -1.58 -0.18
C 1.62 -2.54 -0.61 -0.21
C 2.98 -2.36 -1.26 -0.19
C 3.34 -0.91 -1.72 -0.15
C 2.31 0.19 -1.51 -0.25
O 1.35 0.19 -2.55 -0.20
C 0.51 1.33 -2.52 -0.10
H -2.52 0.70 3.39 0.06
H -2.36 -1.15 3.49 0.06
H -0.92 0.32 1.35 0.10
H -3.13 -1.83 1.30 0.14
H -3.60 -1.72 -2.10 0.12
H -4.75 -1.92 -0.72 0.12
H -3.31 -3.61 0.18 0.11
H -2.63 -3.78 -1.45 0.11
H -1.04 -2.91 0.72 0.15
H -1.35 -1.50 -1.99 0.12
H -0.34 -0.76 -0.76 0.09
H 0.73 -2.26 -2.58 0.11
H 0.09 -3.62 -1.70 0.11
H 1.44 -1.83 0.20 0.10
H 1.65 -3.52 -0.11 0.11
H 3.76 -2.67 -0.57 0.08
H 3.08 -3.01 -2.13 0.11
H 4.24 -0.59 -1.19 0.10
H 3.56 -0.91 -2.79 0.11
H 2.85 1.15 -1.56 0.12
H 1.83 0.16 -0.53 0.11
H -0.49 1.09 -2.17 0.08
H 0.90 2.12 -1.87 0.09
H 0.44 1.75 -3.52 0.09
C 5.72 -0.72 5.60 -0.09
C 4.42 -1.43 5.28 -0.28
N 3.69 -0.82 4.19 -0.20
C 2.31 -1.26 4.08 -0.25
C 2.05 -2.74 3.75 -0.08
C 4.42 -0.70 2.94 -0.25
C 5.00 -1.97 2.31 -0.08
H 5.56 0.34 5.76 0.08
H 6.16 -1.14 6.51 0.07
H 6.46 -0.85 4.81 0.06
H 3.78 -1.38 6.17 0.12
H 4.62 -2.50 5.10 0.10
H 1.81 -0.64 3.33 0.11
H 1.82 -1.03 5.02 0.11
H 2.28 -2.97 2.71 0.04
H 0.99 -2.96 3.90 0.07
H 2.62 -3.41 4.40 0.07
H 5.25 0.00 3.09 0.10
H 3.77 -0.20 2.21 0.11
H 5.55 -2.58 3.03 0.07
H 5.69 -1.70 1.52 0.07
H 4.22 -2.59 1.87 0.04
C -4.50 1.94 -1.25 -0.08
C -3.90 3.32 -1.48 -0.27
N -2.98 3.35 -2.60 -0.20
C -2.16 4.54 -2.65 -0.26
C -2.85 5.89 -2.86 -0.09
C -3.51 2.89 -3.87 -0.25
C -4.76 3.60 -4.42 -0.08
H -3.72 1.19 -1.16 0.05
H -5.07 1.93 -0.32 0.08
H -5.18 1.64 -2.05 0.07
H -3.35 3.60 -0.58 0.12
H -4.72 4.05 -1.59 0.10
H -1.39 4.41 -3.42 0.11
H -1.60 4.59 -1.70 0.11
H -3.21 6.01 -3.88 0.05
H -2.14 6.70 -2.67 0.07
H -3.69 6.03 -2.18 0.07
H -3.74 1.83 -3.78 0.10
H -2.72 2.94 -4.62 0.11
H -5.54 3.69 -3.67 0.07
H -5.17 3.01 -5.25 0.07
H -4.54 4.59 -4.81 0.05
```

No. 2
The following is a quantum chemistry calculation of a structure of composition C25H55AlN2O5PS, from the Open Molecules 2025 dataset.

Values from the calculation:
- <S²>: 2.0081
- Net charge: -1
- Energy above the lowest of the compared OMol25 structures with the same formula, charge and spin: 0.000 eV
- Spin multiplicity: 3

XYZ file:
```
90
Properties=species:S:1:pos:R:3:lowdin_charge:R:1
C -2.66 -4.73 -0.88 -0.21
C -1.55 -4.30 -1.83 -0.54
P 0.07 -3.83 -1.03 0.68
C 0.58 -5.41 -0.22 -0.42
Al -0.46 -2.32 0.74 0.11
C 1.22 -2.07 1.88 -0.33
C 1.27 -3.08 3.03 -0.33
C 2.14 -2.63 4.20 -0.22
C 2.42 -3.74 5.24 -0.25
S 1.22 -3.95 6.50 0.56
O 1.09 -2.72 7.21 -0.28
O 1.50 -5.16 7.22 -0.31
O -0.12 -4.17 5.70 -0.14
H -3.50 -5.20 -1.40 0.05
H -3.05 -3.87 -0.34 0.04
H -2.30 -5.44 -0.13 0.04
H -1.35 -5.08 -2.57 0.05
H -1.84 -3.39 -2.35 0.03
H -0.19 -5.88 0.39 0.01
H 1.43 -5.19 0.44 0.00
H 0.93 -6.14 -0.96 0.01
H -1.58 -3.00 1.72 -0.10
H -1.00 -0.90 0.15 -0.13
H 1.19 -1.04 2.24 0.02
H 2.08 -2.20 1.22 0.04
H 0.26 -3.26 3.39 0.06
H 1.67 -4.03 2.66 0.10
H 1.69 -1.78 4.72 0.11
H 3.12 -2.32 3.83 0.11
H 2.53 -4.70 4.73 0.11
H 3.33 -3.56 5.81 0.10
H -0.44 -5.06 5.89 0.10
C -3.25 2.55 -3.95 -0.03
C -2.02 1.61 -4.01 -0.48
C -1.18 1.87 -5.27 -0.14
C -1.75 1.30 -6.56 -0.18
C -2.12 -0.17 -6.39 -0.14
C -3.07 -0.41 -5.21 -0.50
N -2.45 0.17 -3.99 -0.11
O -1.55 -0.59 -3.49 -0.01
C -4.45 0.20 -5.51 -0.04
C -3.28 -1.90 -4.98 -0.04
C -1.17 1.86 -2.78 -0.05
H -4.15 2.01 -3.64 0.08
H -3.09 3.34 -3.22 0.08
H -3.46 3.03 -4.91 0.07
H -0.19 1.45 -5.11 0.12
H -1.05 2.95 -5.36 0.12
H -2.62 1.88 -6.89 0.10
H -1.00 1.39 -7.35 0.11
H -2.59 -0.56 -7.30 0.12
H -1.21 -0.76 -6.23 0.13
H -5.11 0.09 -4.65 0.09
H -4.89 -0.32 -6.35 0.09
H -4.42 1.26 -5.77 0.06
H -2.33 -2.42 -4.84 0.08
H -3.78 -2.32 -5.85 0.08
H -3.90 -2.07 -4.10 0.09
H -1.70 1.59 -1.87 0.09
H -0.93 2.93 -2.74 0.08
H -0.24 1.30 -2.80 0.08
C 1.38 4.54 0.89 -0.03
C 1.14 3.28 1.76 -0.47
C 0.48 3.63 3.10 -0.13
C 1.43 4.23 4.14 -0.18
C 2.68 3.38 4.29 -0.14
C 3.40 3.14 2.97 -0.50
N 2.42 2.55 2.00 -0.10
O 2.23 1.30 2.21 -0.01
C 4.01 4.45 2.44 -0.04
C 4.54 2.15 3.15 -0.04
C 0.21 2.35 0.98 -0.05
H 2.35 4.52 0.41 0.07
H 0.64 4.60 0.09 0.07
H 1.30 5.47 1.47 0.07
H 0.04 2.73 3.51 0.13
H -0.34 4.32 2.90 0.12
H 1.69 5.26 3.87 0.10
H 0.91 4.29 5.10 0.11
H 3.38 3.85 4.99 0.12
H 2.40 2.41 4.72 0.13
H 4.48 4.29 1.47 0.09
H 4.78 4.78 3.14 0.09
H 3.29 5.26 2.35 0.06
H 4.20 1.22 3.59 0.08
H 5.29 2.59 3.81 0.08
H 5.02 1.93 2.20 0.09
H 0.67 2.00 0.06 0.09
H -0.70 2.90 0.73 0.09
H -0.08 1.47 1.56 0.07
```

- Which value of net charge does entry 1 give?
  0

- The lowest net charge belongs to which entry?
  C25H55AlN2O5PS